{
  "formula": "C42H58N9OS",
  "method": "wB97M-V/def2-TZVPD",
  "symbols": ["C", "O", "C", "C", "C", "C", "C", "S", "H", "H", "H", "H", "H", "H", "H", "H", "H", "H", "H", "H", "H", "N", "C", "C", "C", "C", "H", "H", "H", "H", "H", "N", "C", "C", "C", "C", "H", "H", "H", "H", "H", "N", "C", "C", "C", "C", "H", "H", "H", "H", "H", "N", "C", "C", "C", "C", "H", "H", "H", "H", "H", "N", "C", "C", "C", "C", "H", "H", "H", "H", "H", "N", "C", "C", "C", "C", "H", "H", "H", "H", "H", "N", "C", "C", "C", "C", "H", "H", "H", "H", "H", "N", "C", "C", "C", "C", "H", "H", "H", "H", "H", "N", "C", "C", "C", "C", "H", "H", "H", "H", "H"],
  "coordinates": [[-1.85, -0.64, 3.04], [-2.91, -0.12, 3.77], [-3.03, 1.27, 3.85], [-4.49, 1.61, 3.94], [-5.17, 1.38, 2.58], [-6.52, 0.66, 2.56], [-6.40, -0.81, 2.26], [-5.88, -1.70, 3.79], [-2.06, -1.69, 2.84], [-0.90, -0.57, 3.57], [-1.74, -0.12, 2.08], [-2.44, 1.64, 4.69], [-2.66, 1.75, 2.93], [-4.55, 2.67, 4.20], [-4.94, 1.04, 4.75], [-5.27, 2.36, 2.12], [-4.52, 0.77, 1.95], [-7.10, 1.06, 1.74], [-7.05, 0.87, 3.51], [-7.39, -1.20, 2.02], [-6.32, -2.93, 3.52], [-0.35, -1.08, -0.21], [0.65, -1.99, -0.02], [1.84, -1.34, -0.22], [1.54, 0.02, -0.52], [0.18, 0.15, -0.51], [-1.33, -1.27, -0.12], [0.43, -3.01, 0.23], [2.82, -1.78, -0.15], [2.24, 0.82, -0.73], [-0.46, 1.00, -0.68], [2.87, -1.37, -3.47], [2.50, -2.42, -4.27], [3.02, -2.21, -5.51], [3.74, -0.98, -5.47], [3.62, -0.49, -4.19], [2.62, -1.27, -2.50], [1.90, -3.23, -3.88], [2.90, -2.85, -6.37], [4.26, -0.50, -6.28], [4.00, 0.41, -3.74], [5.70, -2.76, 0.51], [6.41, -3.93, 0.57], [6.52, -4.28, 1.89], [5.85, -3.28, 2.65], [5.35, -2.36, 1.77], [5.47, -2.28, -0.34], [6.78, -4.41, -0.32], [7.02, -5.15, 2.27], [5.74, -3.25, 3.72], [4.78, -1.46, 1.94], [7.71, -0.14, 0.10], [9.02, -0.26, 0.46], [9.71, 0.78, -0.11], [8.76, 1.55, -0.85], [7.54, 0.96, -0.69], [6.98, -0.78, 0.39], [9.36, -1.06, 1.10], [10.76, 0.97, -0.01], [8.96, 2.44, -1.42], [6.57, 1.22, -1.08], [-2.51, 6.90, 5.71], [-1.75, 6.24, 4.77], [-1.99, 4.90, 4.91], [-2.92, 4.74, 5.97], [-3.23, 5.99, 6.44], [-2.55, 7.89, 5.83], [-1.12, 6.78, 4.09], [-1.54, 4.11, 4.34], [-3.30, 3.80, 6.34], [-3.89, 6.30, 7.23], [2.88, 4.75, 4.87], [1.56, 4.57, 4.57], [1.48, 3.63, 3.58], [2.81, 3.23, 3.26], [3.65, 3.94, 4.07], [3.24, 5.38, 5.57], [0.79, 5.11, 5.09], [0.57, 3.27, 3.13], [3.11, 2.51, 2.52], [4.73, 3.94, 4.16], [-1.35, -2.36, -3.26], [-1.47, -1.64, -4.42], [-1.86, -2.50, -5.41], [-1.98, -3.79, -4.83], [-1.66, -3.67, -3.50], [-1.07, -1.99, -2.37], [-1.26, -0.59, -4.43], [-2.03, -2.24, -6.44], [-2.27, -4.70, -5.32], [-1.63, -4.41, -2.71], [-4.11, -0.25, -7.68], [-3.08, 0.52, -7.22], [-2.82, 1.48, -8.16], [-3.73, 1.28, -9.24], [-4.51, 0.20, -8.91], [-4.50, -1.03, -7.19], [-2.63, 0.31, -6.27], [-2.06, 2.24, -8.09], [-3.80, 1.85, -10.14], [-5.32, -0.28, -9.44], [-4.30, -2.29, -0.44], [-3.50, -2.99, -1.31], [-2.99, -4.06, -0.61], [-3.50, -3.98, 0.71], [-4.30, -2.87, 0.78], [-4.82, -1.46, -0.65], [-3.38, -2.69, -2.34], [-2.32, -4.81, -1.02], [-3.30, -4.66, 1.53], [-4.89, -2.41, 1.57]],
  "multiplicity": 1,
  "gap_ev": 3.72,
  "energy_ev": -70784.71026,
  "charge": -1
}